C4H2O2P2S | ωB97M-V/def2-TZVPD

```
11
Properties=species:S:1:pos:R:3:forces:R:3
C -0.755028 -0.702071 -0.070404 1.5 -0.2 0.0
C -0.090042 -1.899132 -0.007677 1.8 3.2 1.0
C 0.127077 0.363202 0.118364 0.5 -0.4 0.2
C 1.419138 0.036296 0.292601 0.6 0.1 0.6
O 3.931590 0.361361 -0.354926 0.1 -0.2 0.2
O -4.099908 3.051942 -0.358572 -2.0 0.7 -1.3
P 2.834280 1.115654 0.286340 0.3 0.7 -0.1
P -2.921651 2.650478 0.361600 2.1 -0.7 1.3
S 1.595494 -1.680420 0.379725 -1.0 0.1 -0.8
H -1.706426 -0.462649 -0.362925 -2.5 -0.3 -0.6
H -0.334520 -2.834661 -0.284126 -1.4 -3.0 -0.5
```
Forces are in eV/Å.

Properties
multiplicity = 3
electronic energy = -1384.842036 a.u.
expectation value of S² = 2.01
HOMO (spin up / spin down) = -7.753 / -9.733 eV

***

C4H2S | ωB97M-V/def2-TZVPD

```
7
Properties=species:S:1:pos:R:3:forces:R:3
C -0.745330 0.355782 -0.134498 1.6 -0.4 -1.7
C 1.343905 -0.670343 0.354316 0.4 0.1 0.8
C -1.943212 0.382509 -0.160435 -0.4 0.5 0.9
C 0.652668 0.129461 -0.433529 0.4 -0.2 0.7
S 2.264142 -1.408057 1.369196 -0.4 -0.1 -0.5
H -2.936937 0.592832 0.136841 -0.4 -0.1 -0.2
H 1.364764 0.617815 -1.131891 -1.3 0.1 0.0
```
Forces are in eV/Å.

Properties
structure (SMILES) = C#CC=C=S
electronic energy = -551.677495 a.u.
ΔE to the lowest compared entry with this formula, charge and spin = 0.232 eV
HOMO = -8.521 eV

***

C4H2S3 | ωB97M-V/def2-TZVPD

```
9
Properties=species:S:1:pos:R:3:forces:R:3
C 1.165732 -0.380881 -0.407402 -0.4 1.2 0.0
C 0.655375 0.875603 -0.202785 1.7 0.5 -0.3
C 0.494600 -1.558429 -0.161551 0.7 -1.7 -0.3
C -2.070531 0.517508 -0.065657 1.9 0.2 -0.8
S 0.557289 -2.831347 0.881139 0.1 0.8 -0.3
S -3.497307 0.655623 0.687385 -1.6 0.3 0.9
S -0.678049 1.245427 0.783941 -1.9 0.1 0.7
H 2.058430 -0.231898 -1.031031 -0.1 -1.3 0.1
H 1.314460 1.708390 -0.484041 -0.5 -0.2 -0.1
```
Forces are in eV/Å.

Properties
electronic energy = -1347.983235 a.u.
ΔE to the lowest compared entry with this formula, charge and spin = 3.931 eV
net charge = -2
HOMO = 1.862 eV

***

C4H30NO13 | ωB97M-V/def2-TZVPD

```
48
Properties=species:S:1:pos:R:3:forces:R:3
C 1.501418 -0.990193 1.151631 0.8 0.2 -0.6
O 0.764566 -1.126061 2.292876 0.3 0.4 -0.5
C 1.121829 0.075284 0.127381 -2.7 -3.3 -1.5
C 1.386694 1.483602 0.297849 0.2 4.4 0.7
C 0.538551 2.208503 -0.764509 -0.7 -0.3 0.6
N -0.834847 2.316615 -0.500708 1.3 -1.0 0.7
O 1.011953 2.599726 -1.799803 0.2 0.4 -0.3
H 2.559718 -0.919485 1.553611 -0.6 -0.6 -0.5
H 1.373232 -1.932981 0.608992 0.7 -0.7 0.1
H 1.461391 -0.248083 -0.946542 -0.3 0.3 2.1
H -0.056787 -0.111901 0.051620 2.4 0.5 -0.1
H 1.217588 2.059122 1.261713 -0.4 -1.4 -0.6
H 2.412313 1.816768 0.138315 0.2 -0.6 -0.5
H -1.267922 2.484125 -1.395996 -0.9 -0.1 0.3
H -1.209013 1.615044 0.196054 0.3 1.1 -1.3
H -0.370058 -0.310831 1.896343 -3.3 3.4 0.5
H -0.479154 1.153479 2.378044 0.1 1.3 0.6
O -1.140654 0.641133 1.932029 2.1 -3.9 -0.4
H -0.556947 -3.308799 -1.269363 -0.1 0.7 -0.3
H -0.231487 -3.842486 0.148612 -0.4 0.1 -0.1
O -0.396731 -4.096457 -0.766187 0.4 -0.8 0.4
H 0.986726 1.445777 4.192503 -0.4 -0.3 0.2
H 1.207964 0.382098 3.000995 -0.1 0.9 1.3
O 1.579792 1.135277 3.511022 0.6 -0.3 -1.0
H -1.310082 -3.431707 2.794518 0.0 -0.2 0.0
H -0.296951 -2.320894 2.389492 -1.7 -1.8 -0.7
O -1.004295 -2.961321 2.010488 1.4 1.2 0.9
H -2.911645 -2.007718 1.132895 -0.2 -1.9 0.2
H -2.451290 -0.659743 1.396429 -1.0 -0.4 -1.6
O -2.924351 -1.191015 0.676068 1.0 2.5 1.2
H 3.599868 0.536602 2.019813 1.1 -0.5 -1.6
H 4.092369 -0.299734 0.666093 -0.3 -0.2 0.4
O 4.241996 0.440177 1.256103 -0.3 0.9 1.3
H -2.332837 3.215714 1.077646 -1.3 0.5 0.3
H -3.124636 2.196262 1.689741 -0.3 -2.7 0.9
O -3.233721 3.086711 1.485762 1.7 2.2 -1.3
H -1.361959 0.817471 -3.971386 0.7 2.4 -0.7
H -1.889479 -0.095824 -3.001711 -0.1 -0.4 -0.8
O -1.600268 -0.075427 -3.949655 -0.8 -1.6 1.2
H 2.905742 0.839240 -3.395506 0.6 1.2 -0.7
H 3.201605 0.448570 -1.870163 -0.6 0.3 -1.8
O 2.676210 0.265606 -2.692862 0.1 -1.5 2.3
H 1.104381 -1.103463 -3.546030 0.8 0.2 0.4
H -0.190717 -1.089487 -4.221770 -0.9 0.2 -0.2
O 0.553596 -1.670535 -4.073837 0.4 -0.7 -0.1
H -3.210097 0.138212 -0.937359 -0.3 -0.1 -0.9
H -3.895862 -0.069471 -2.361245 0.8 0.7 0.9
O -3.217718 0.462515 -1.870023 -0.7 -0.8 0.3
```
Forces are in eV/Å.

Properties
multiplicity = 2
electronic energy = -1203.108323 a.u.
ΔE to the lowest compared entry with this formula, charge and spin = 2.165 eV
expectation value of S² = 0.75
HOMO (spin up / spin down) = -10.230 / -10.223 eV

***

C4H31N2O10 | ωB97M-V/def2-TZVPD

```
47
Properties=species:S:1:pos:R:3:forces:R:3
C 2.830324 -1.170129 -2.467208 -1.7 1.1 -1.1
C 1.406319 -1.694822 -2.176995 1.6 -2.4 2.7
C 0.453902 -0.704041 -1.575639 1.5 0.4 -1.2
C -0.247254 0.041543 -2.399262 -1.9 0.5 -0.3
N -1.296108 0.939598 -1.863340 -0.3 0.1 0.6
N 3.233979 -0.266492 -1.394207 0.0 -0.2 0.5
H 2.776757 -0.508347 -3.371088 0.2 -0.8 0.4
H 3.354057 -2.099160 -2.686214 0.9 0.4 0.1
H 1.645603 -2.634180 -1.484834 -0.8 2.1 -0.3
H 1.022595 -2.326567 -2.940312 -0.6 0.4 -1.4
H 0.559705 -0.392413 -0.547535 -0.4 -0.5 0.0
H -0.397452 -0.049095 -3.473445 0.5 -0.3 0.2
H -1.201823 1.948505 -2.032291 0.6 -0.1 -1.2
H -2.229392 0.587771 -2.141211 0.5 0.2 0.6
H -1.243375 0.982250 -0.839981 -0.3 -0.7 0.3
H 3.072588 -0.659058 -0.473422 0.1 -0.2 0.0
H 4.200117 0.014731 -1.420701 0.3 -0.1 -0.3
H 3.427432 2.978522 0.000800 0.2 -0.7 -0.4
H 2.987709 2.311601 -1.450335 0.8 -0.6 0.9
O 2.994094 3.064588 -0.848778 -0.9 1.0 -0.6
H -4.186679 -0.240396 -0.229794 0.3 0.2 -0.5
H -2.927389 -0.447863 0.500514 0.6 0.1 -0.4
O -3.235001 -0.354831 -0.418112 -1.4 0.0 0.6
H -3.310062 -2.430698 -0.496414 0.4 -0.4 -0.8
H -2.835558 -2.911096 0.748867 0.3 -0.8 0.0
O -2.797243 -3.200189 -0.178997 -0.6 1.0 0.7
H -0.192201 -3.830097 2.865667 0.0 0.1 0.1
H 0.873783 -3.381552 1.888979 0.0 0.0 0.0
O 0.176161 -3.034255 2.459131 0.2 -0.4 0.0
H -0.816837 -2.051114 0.837291 -0.2 0.0 0.9
H -0.971286 -0.690628 1.757906 0.2 -0.8 0.3
O -0.875348 -1.093258 0.890392 -0.2 0.8 -0.9
H 0.255588 1.201281 1.142102 -0.3 0.4 0.4
H -0.777039 2.054819 1.878784 0.3 0.1 -0.1
O -0.666713 1.518151 1.086048 -0.1 0.0 -0.3
H 1.033864 -0.287685 4.415561 -0.3 0.4 0.2
H 0.933526 -0.923807 3.115562 -0.3 0.1 -0.5
O 0.754399 -0.058306 3.516088 0.2 -1.2 0.9
H -3.280858 1.252071 2.246006 -0.6 0.4 -0.8
H -3.438636 0.143343 3.088195 -0.9 -0.6 0.0
O -3.928535 0.533120 2.338967 1.7 0.1 0.8
H 1.925247 1.625980 3.146616 0.8 -0.4 -0.2
H 2.580105 1.764372 1.625038 0.6 -0.1 0.8
O 1.830777 1.811986 2.213810 -1.1 0.9 -1.2
H -0.037663 3.424667 -1.092032 0.1 0.0 -0.7
H 1.100282 3.050521 -1.980698 0.3 0.1 -0.1
O 0.146625 3.163315 -2.021853 -0.3 0.4 1.2
```
Forces are in eV/Å.

Properties
electronic energy = -1032.626474 a.u.
ΔE to the lowest compared entry with this formula, charge and spin = 4.391 eV
net charge = +1
HOMO = -12.728 eV